{"formula": "C24H25N3O8S", "method": "wB97M-V/def2-TZVPD", "e_above_lowest_kj_mol": 1.82, "homo_ev": -8.57, "lumo_energy_ev": 0.398, "orbital_gap_ev": 8.96, "species": ["C", "C", "O", "N", "C", "C", "C", "C", "S", "O", "O", "N", "C", "C", "C", "C", "C", "O", "C", "C", "O", "O", "C", "C", "O", "N", "C", "C", "C", "C", "C", "O", "C", "C", "C", "C", "H", "H", "H", "H", "H", "H", "H", "H", "H", "H", "H", "H", "H", "H", "H", "H", "H", "H", "H", "H", "H", "H", "H", "H", "H"], "positions_angstrom": [[3.509, 3.993, -1.202], [2.074, 3.913, -0.724], [1.585, 4.734, 0.019], [1.406, 2.845, -1.253], [0.085, 2.466, -1.070], [-0.816, 3.182, -0.280], [-2.114, 2.727, -0.138], [-2.518, 1.580, -0.794], [-4.169, 0.964, -0.553], [-5.022, 1.998, -0.046], [-4.600, 0.254, -1.726], [-3.891, -0.108, 0.738], [-5.097, -0.493, 1.443], [-3.009, -1.158, 0.372], [-1.722, -1.146, 0.888], [-0.811, -2.133, 0.548], [-1.185, -3.142, -0.330], [-0.380, -4.179, -0.725], [0.807, -4.409, -0.025], [1.957, -3.465, -0.345], [2.961, -3.421, 0.329], [1.754, -2.750, -1.437], [2.830, -1.968, -1.955], [2.985, -0.595, -1.279], [2.856, 0.437, -1.911], [3.311, -0.662, 0.015], [3.410, 0.499, 0.883], [2.227, 0.595, 1.791], [1.873, -0.125, 2.896], [0.627, 0.396, 3.321], [0.317, 1.386, 2.440], [1.275, 1.508, 1.511], [-2.472, -3.143, -0.867], [-3.378, -2.164, -0.517], [-1.644, 0.870, -1.597], [-0.344, 1.308, -1.730], [3.907, 3.019, -1.474], [3.540, 4.637, -2.080], [4.122, 4.450, -0.430], [1.953, 2.176, -1.787], [-0.486, 4.080, 0.215], [-2.833, 3.255, 0.468], [-4.823, -0.886, 2.423], [-5.690, 0.411, 1.562], [-5.686, -1.241, 0.904], [-1.434, -0.357, 1.565], [0.182, -2.094, 0.972], [0.655, -4.410, 1.063], [1.136, -5.413, -0.322], [2.595, -1.813, -3.009], [3.770, -2.523, -1.850], [3.418, -1.575, 0.446], [4.331, 0.414, 1.467], [3.449, 1.390, 0.255], [2.431, -0.916, 3.354], [0.050, 0.076, 4.164], [-0.518, 2.054, 2.370], [-2.738, -3.927, -1.558], [-4.365, -2.158, -0.950], [-1.998, -0.008, -2.113], [0.356, 0.763, -2.345]]}

=====

{"formula": "C24H25N4O2PdSbSe4", "method": "wB97M-V/def2-TZVPD", "e_above_lowest_kj_mol": 40.20, "homo_ev": -7.25, "lumo_energy_ev": -1.892, "orbital_gap_ev": 5.36, "species": ["Pd", "N", "C", "O", "C", "C", "C", "C", "N", "C", "H", "H", "H", "H", "H", "H", "Se", "Sb", "Se", "Se", "Se", "C", "C", "C", "C", "C", "C", "C", "H", "H", "H", "H", "H", "H", "H", "C", "N", "N", "C", "O", "C", "C", "C", "C", "C", "C", "C", "C", "C", "H", "H", "H", "H", "H", "H", "H", "H", "H", "H", "H", "H"], "positions_angstrom": [[1.323, 0.018, 0.516], [5.614, -1.023, 3.975], [6.227, -1.168, 2.782], [7.359, -1.597, 2.640], [5.411, -0.797, 1.573], [6.070, -0.633, 0.369], [5.345, -0.235, -0.743], [3.989, -0.034, -0.615], [3.340, -0.257, 0.538], [4.037, -0.615, 1.622], [6.202, -1.172, 4.780], [4.864, -0.340, 4.080], [7.138, -0.800, 0.332], [5.821, -0.060, -1.697], [3.385, 0.320, -1.441], [3.457, -0.795, 2.515], [3.486, 1.914, 4.112], [1.379, 1.898, 2.975], [-0.650, 2.888, 3.732], [1.749, 2.468, 0.497], [0.872, -0.745, 2.778], [0.963, -2.072, 0.257], [0.352, -1.953, -1.080], [-1.037, -2.027, -1.248], [-1.606, -1.886, -2.497], [-0.801, -1.654, -3.612], [0.574, -1.579, -3.466], [1.145, -1.729, -2.206], [1.960, -2.506, 0.262], [0.323, -2.530, 1.003], [-1.663, -2.190, -0.378], [-2.680, -1.958, -2.607], [-1.249, -1.547, -4.591], [1.206, -1.416, -4.328], [2.224, -1.710, -2.096], [-4.346, 2.605, -1.220], [-3.148, 1.787, -1.354], [-2.636, 1.180, -0.221], [-1.290, 1.013, -0.371], [-0.665, 0.345, 0.499], [-0.937, 1.619, -1.602], [-2.090, 2.100, -2.148], [-2.285, 2.916, -3.376], [-3.464, 0.400, 0.642], [-4.475, -0.384, 0.102], [-5.252, -1.155, 0.951], [-5.000, -1.155, 2.318], [-3.976, -0.376, 2.835], [-3.202, 0.419, 2.001], [-4.902, 2.257, -0.355], [-4.967, 2.486, -2.106], [-4.091, 3.656, -1.080], [0.054, 1.673, -2.017], [-1.390, 2.873, -3.990], [-2.470, 3.962, -3.120], [-3.132, 2.558, -3.961], [-4.644, -0.391, -0.968], [-6.047, -1.765, 0.542], [-5.602, -1.764, 2.978], [-3.771, -0.373, 3.897], [-2.400, 1.034, 2.393]]}

=====

{"formula": "C24H25NO3S", "method": "wB97M-V/def2-TZVPD", "homo_ev": -5.28, "lumo_energy_ev": -1.118, "orbital_gap_ev": 4.16, "species": ["C", "O", "C", "C", "C", "C", "S", "C", "C", "H", "H", "H", "H", "H", "H", "H", "C", "O", "C", "C", "C", "C", "C", "C", "C", "N", "C", "C", "C", "C", "C", "C", "C", "O", "C", "C", "H", "H", "H", "H", "H", "H", "H", "H", "H", "H", "H", "H", "H", "H", "H", "H", "H", "H"], "positions_angstrom": [[4.146, 3.950, -4.417], [3.209, 2.933, -4.842], [2.755, 2.019, -3.946], [1.704, 1.157, -4.374], [1.134, 0.279, -3.486], [1.521, 0.237, -2.115], [0.764, -0.787, -1.021], [2.607, 1.070, -1.720], [3.235, 1.924, -2.609], [4.177, 4.625, -5.272], [3.794, 4.479, -3.520], [5.139, 3.514, -4.238], [1.373, 1.224, -5.411], [0.375, -0.420, -3.817], [2.945, 0.975, -0.694], [4.088, 2.527, -2.285], [2.844, -2.311, 5.758], [2.796, -1.153, 4.895], [1.863, -1.103, 3.910], [1.936, 0.010, 3.034], [1.030, 0.145, 2.010], [-0.040, -0.763, 1.867], [-1.112, -0.490, 0.925], [-2.413, -0.771, 1.260], [-3.595, -0.452, 0.393], [-3.208, -0.067, -0.994], [-2.868, -1.063, -1.841], [-2.333, -0.765, -3.076], [-2.133, 0.571, -3.433], [-2.454, 1.578, -2.523], [-2.999, 1.236, -1.297], [-2.869, -0.916, 2.703], [-3.894, -1.990, 2.995], [-2.534, -0.130, 3.586], [-0.065, -1.908, 2.693], [0.849, -2.072, 3.723], [3.732, -2.133, 6.365], [1.953, -2.364, 6.399], [2.957, -3.244, 5.186], [2.709, 0.756, 3.207], [1.101, 0.989, 1.319], [-0.979, 0.226, 0.105], [-4.267, -1.320, 0.338], [-4.143, 0.392, 0.836], [-3.000, -2.073, -1.453], [-2.055, -1.596, -3.716], [-1.709, 0.821, -4.404], [-2.272, 2.628, -2.735], [-3.254, 1.955, -0.517], [-4.100, -2.656, 2.148], [-3.528, -2.594, 3.836], [-4.825, -1.495, 3.308], [-0.843, -2.664, 2.551], [0.759, -2.919, 4.408]]}

=====

{"formula": "C24H26BrN7O4Ti", "method": "wB97M-V/def2-TZVPD", "e_above_lowest_kj_mol": 148.90, "homo_ev": [-10.80, -11.36], "lumo_energy_ev": [-3.204, -3.174], "total_charge": 1, "orbital_gap_ev": [7.59, 8.19], "s_squared": 0.752, "spin_multiplicity": 2, "species": ["Ti", "C", "C", "N", "C", "C", "N", "C", "C", "N", "H", "H", "H", "H", "H", "H", "H", "H", "H", "H", "H", "H", "H", "H", "H", "O", "C", "N", "C", "O", "C", "C", "C", "C", "C", "N", "C", "C", "C", "C", "C", "N", "H", "H", "H", "H", "H", "H", "H", "H", "Br", "C", "C", "C", "C", "C", "N", "C", "O", "O", "H", "H", "H"], "positions_angstrom": [[-0.508, -0.479, 0.867], [-1.212, 0.961, 3.438], [-2.305, -0.087, 3.217], [-1.796, -1.288, 2.484], [-1.127, -2.468, 3.228], [0.385, -2.446, 3.221], [0.922, -1.492, 2.302], [1.734, -0.399, 2.986], [1.136, 1.008, 2.770], [-0.279, 1.079, 2.338], [-0.669, 0.628, 4.318], [-1.756, 1.928, 3.624], [-3.130, 0.316, 2.599], [-2.721, -0.239, 4.191], [-2.658, -1.659, 2.061], [-1.527, -3.363, 2.833], [-1.470, -2.410, 4.267], [0.830, -3.435, 2.982], [0.705, -2.168, 4.262], [1.582, -1.942, 1.642], [2.791, -0.391, 2.634], [1.774, -0.620, 4.068], [1.764, 1.525, 1.953], [1.319, 1.619, 3.671], [-0.383, 1.947, 1.779], [-3.594, 1.220, -1.118], [-2.604, 0.551, -0.938], [-1.401, 1.021, -0.311], [-0.780, 2.239, -0.688], [-0.185, 2.895, 0.168], [-0.771, 2.702, -2.118], [-0.170, 3.989, -2.367], [-0.293, 4.488, -3.661], [-0.799, 3.628, -4.679], [-1.076, 2.311, -4.347], [-1.024, 1.864, -3.089], [-2.592, -0.929, -1.128], [-3.588, -1.606, -1.913], [-3.712, -2.965, -1.837], [-2.770, -3.759, -1.128], [-1.843, -3.055, -0.408], [-1.885, -1.673, -0.247], [0.263, 4.544, -1.574], [-0.118, 5.515, -3.872], [-0.793, 3.949, -5.712], [-1.406, 1.566, -5.108], [-4.140, -1.015, -2.635], [-4.580, -3.469, -2.280], [-2.722, -4.857, -1.281], [-1.026, -3.509, 0.150], [4.708, 3.186, -1.050], [4.292, 1.437, -1.557], [5.349, 0.712, -2.256], [5.091, -0.592, -2.609], [3.906, -1.168, -2.133], [2.974, -0.397, -1.419], [3.156, 0.891, -1.173], [1.911, -1.125, -0.660], [2.062, -2.301, -0.313], [0.929, -0.295, -0.251], [6.306, 1.219, -2.446], [5.777, -1.080, -3.348], [3.750, -2.253, -2.397]]}